Computed, not measured: a single C20H23N3O3 molecule, with the ωB97M-V functional and the def2-TZVPD basis.

Each line ends with the Mulliken charge.
Cartesian coordinates (Å):
C1 -3.430 -2.811 0.259  -1.311
C2 -2.186 -3.605 -0.026  0.996
C3 -2.133 -4.977 0.181  -0.819
C4 -0.965 -5.658 -0.114  -0.402
N1 0.128 -5.078 -0.601  -0.653
C5 0.093 -3.763 -0.814  0.492
C6 1.321 -3.138 -1.413  -0.775
C7 -1.038 -2.997 -0.525  0.501
C8 -1.025 -1.522 -0.806  -0.154
O1 -1.256 -1.056 -1.909  -0.659
N2 -0.734 -0.736 0.262  0.106
C9 -0.717 0.708 0.141  -1.238
C10 0.525 1.216 -0.602  -0.579
C11 1.822 0.914 0.146  -0.939
C12 1.843 1.658 1.450  0.788
C13 2.277 1.082 2.637  -0.781
C14 2.239 1.797 3.825  -0.572
C15 1.747 3.095 3.830  -0.661
C16 1.298 3.669 2.651  -0.815
C17 1.349 2.960 1.456  0.782
C18 0.905 3.610 0.174  -1.080
N3 0.425 2.653 -0.828  0.252
C19 -0.103 3.185 -1.957  0.889
O2 -0.168 4.395 -2.127  -0.730
C20 -0.580 2.255 -3.068  -0.477
O3 -1.386 2.970 -3.962  -0.562
H1 -3.698 -2.192 -0.599  0.326
H2 -4.266 -3.468 0.489  0.419
H3 -3.284 -2.141 1.109  0.288
H4 -2.994 -5.511 0.562  0.398
H5 -0.904 -6.729 0.046  0.372
H6 1.148 -2.903 -2.465  0.267
H7 1.583 -2.204 -0.913  0.003
H8 2.153 -3.833 -1.338  0.407
H9 -0.552 -1.173 1.149  0.370
H10 -1.605 1.027 -0.408  0.352
H11 -0.758 1.140 1.141  0.626
H12 0.558 0.718 -1.570  0.867
H13 1.912 -0.160 0.314  -0.042
H14 2.664 1.214 -0.485  0.459
H15 2.650 0.063 2.628  0.410
H16 2.584 1.341 4.743  0.396
H17 1.705 3.657 4.754  0.391
H18 0.902 4.677 2.655  0.430
H19 0.119 4.340 0.371  0.477
H20 1.735 4.178 -0.260  0.410
H21 0.311 1.839 -3.562  0.213
H22 -1.154 1.412 -2.682  0.200
H23 -1.059 3.882 -3.942  0.362

Calculated values
- E_tot (a.u.) = -1165.9725
- gap between HOMO and LUMO (hartree) = 0.357
- energy relative to the best compared isomer or geometry (same formula, charge and spin) (kcal per mole) = 9.8
- HOMO energy (eV) = -9.3